Record 1
{"formula": "C58H48O3PS3Zn", "method": "ωB97M-V/def2-TZVPD", "charge": 1, "spin_multiplicity": 1, "relative_energy_kj_mol": 0.0, "homo_energy_ev": -9.8, "lumo_energy_ev": -2.244, "max_force_ev_per_a": 3.3, "symbols": ["Zn", "C", "C", "C", "C", "C", "C", "P", "C", "C", "C", "C", "C", "C", "C", "C", "C", "C", "C", "C", "C", "C", "C", "C", "H", "H", "H", "H", "H", "H", "H", "H", "H", "H", "H", "H", "H", "H", "H", "H", "C", "C", "C", "C", "C", "C", "C", "S", "O", "C", "C", "C", "C", "C", "C", "C", "C", "C", "C", "C", "C", "C", "C", "C", "C", "C", "C", "C", "C", "S", "O", "C", "C", "C", "C", "C", "C", "C", "H", "H", "H", "H", "H", "H", "H", "H", "H", "H", "H", "H", "H", "H", "H", "H", "H", "H", "H", "H", "H", "H", "H", "H", "H", "H", "C", "S", "C", "O", "H", "H", "H", "H", "H", "H"], "xyz": [[-0.8269, 0.0517, -2.3432], [-3.4678, -5.1828, 0.6784], [-2.4213, -4.3526, 1.1125], [-1.9939, -3.2852, 0.3131], [-2.6553, -3.0674, -0.9129], [-3.6493, -3.9338, -1.3638], [-4.1474, -4.9336, -0.5114], [-2.3668, -1.6178, -1.9078], [-2.5531, -2.2015, -3.5995], [-3.0568, -1.3390, -4.5978], [-2.8763, -1.6101, -5.9310], [-2.1820, -2.7442, -6.3036], [-1.7538, -3.6358, -5.3327], [-1.9018, -3.3861, -3.9728], [-3.7837, -0.5189, -1.6310], [-5.0988, -0.9500, -1.4536], [-6.1624, -0.0628, -1.4839], [-5.9041, 1.2956, -1.6676], [-4.5930, 1.7960, -1.7395], [-4.3183, 3.1305, -1.7531], [-2.9954, 3.6038, -1.6512], [-1.9491, 2.6695, -1.6420], [-2.1797, 1.2975, -1.6597], [-3.4830, 0.8722, -1.6850], [-3.7626, -6.0425, 1.3015], [-2.0176, -4.4701, 2.0972], [-1.1241, -2.6415, 0.5903], [-4.0817, -3.8752, -2.3735], [-4.9925, -5.5660, -0.7363], [-3.6416, -0.4203, -4.3243], [-3.2814, -0.9815, -6.7110], [-1.9550, -2.8936, -7.3620], [-1.2321, -4.5316, -5.6352], [-1.4553, -4.0896, -3.2465], [-5.3121, -2.0058, -1.2982], [-7.1757, -0.4243, -1.3293], [-6.7534, 1.9712, -1.7978], [-5.1649, 3.8596, -1.7318], [-2.8428, 4.7058, -1.6578], [-0.9558, 3.0605, -1.5870], [-2.3066, 0.2835, 7.8328], [-1.8110, 0.1774, 6.4388], [-0.5176, -0.3052, 6.1603], [-0.0141, -0.1877, 4.8658], [-0.8447, 0.0963, 3.8143], [-2.1044, 0.5936, 4.0848], [-2.6073, 0.6099, 5.3647], [-0.1996, -0.0686, 2.1707], [0.9845, -0.9817, 2.3333], [0.4040, 1.6181, 1.8611], [-0.6381, 2.5532, 1.6015], [-0.2999, 3.8602, 1.3139], [1.0687, 4.2271, 1.2932], [1.4073, 5.5418, 0.9799], [2.7200, 5.9705, 0.9309], [3.7503, 5.0086, 1.0781], [3.4488, 3.7068, 1.2459], [2.0981, 3.2685, 1.4574], [1.7536, 1.9301, 1.7138], [2.8159, 0.9914, 2.0830], [3.5285, 1.1391, 3.3231], [3.0744, 1.9674, 4.4075], [3.8028, 2.0963, 5.5526], [4.9652, 1.3165, 5.7754], [5.4131, 0.4690, 4.7898], [4.6937, 0.3322, 3.5638], [5.2244, -0.4211, 2.4869], [4.5554, -0.5304, 1.2915], [3.4123, 0.2722, 1.0858], [2.7281, 0.4936, -0.5576], [3.6912, 1.3658, -1.3519], [2.9954, -1.1264, -1.1951], [2.5261, -2.1944, -0.4560], [2.7497, -3.4930, -0.9267], [3.5514, -3.7458, -2.0396], [3.7727, -5.1287, -2.5783], [4.0961, -2.6346, -2.6800], [3.8482, -1.3318, -2.2697], [-2.1109, 1.2909, 8.2253], [-1.8431, -0.4141, 8.4857], [-3.3677, 0.1193, 7.9483], [0.1282, -0.6190, 6.9884], [0.9940, -0.5461, 4.6445], [-2.7922, 0.9610, 3.3213], [-3.6565, 0.9574, 5.5206], [-1.6547, 2.2305, 1.6014], [-1.0897, 4.5566, 1.0423], [0.5577, 6.2029, 0.8178], [2.9675, 7.0175, 0.7113], [4.7873, 5.3446, 0.9872], [4.2754, 3.0143, 1.2549], [2.1880, 2.5717, 4.2693], [3.4974, 2.8613, 6.2711], [5.4539, 1.3856, 6.7284], [6.2968, -0.1530, 4.9429], [6.1446, -0.9615, 2.6382], [5.0117, -1.0970, 0.4819], [2.0410, -2.0128, 0.5032], [2.2923, -4.3379, -0.4312], [4.3447, -5.7518, -1.9032], [4.3289, -5.0243, -3.5098], [2.8184, -5.5962, -2.7458], [4.7743, -2.8013, -3.5305], [4.2864, -0.4675, -2.8007], [1.6331, 1.2581, -5.7876], [0.6861, 1.7069, -4.3645], [-0.9192, 2.1758, -5.0204], [0.5014, 0.2750, -3.6576], [1.3372, 2.0028, -6.5570], [1.4562, 0.2223, -6.0594], [2.6854, 1.4080, -5.4921], [-0.6955, 3.0310, -5.6550], [-1.6233, 2.4941, -4.2478], [-1.4035, 1.4046, -5.6268]]}

---

Record 2
{"formula": "C14H15BrO4", "method": "ωB97M-V/def2-TZVPD", "spin_multiplicity": 1, "homo_energy_ev": -9.0, "smiles": "CCOC(=O)C(=Cc1ccc(Br)cc1)C(=O)OCC", "lumo_energy_ev": -0.204, "max_force_ev_per_a": 0.8, "symbols": ["C", "C", "O", "C", "O", "C", "C", "C", "C", "C", "C", "Br", "C", "C", "C", "O", "O", "C", "C", "H", "H", "H", "H", "H", "H", "H", "H", "H", "H", "H", "H", "H", "H", "H"], "xyz": [[-3.0187, -3.2557, 2.6753], [-2.3375, -1.9905, 3.1601], [-1.5817, -1.4462, 2.0759], [-0.7978, -0.4086, 2.3566], [-0.7187, 0.1134, 3.4409], [-0.0447, 0.0405, 1.1551], [0.6453, 1.1887, 1.2129], [1.4389, 1.7776, 0.1506], [2.0949, 1.0007, -0.8063], [2.8233, 1.5924, -1.8191], [2.8984, 2.9748, -1.8816], [3.8858, 3.7944, -3.2861], [2.2760, 3.7697, -0.9320], [1.5610, 3.1682, 0.0839], [-0.1668, -0.8334, -0.0539], [0.2934, -1.9395, -0.1545], [-0.8889, -0.2182, -0.9918], [-1.1284, -0.9346, -2.2065], [0.0313, -0.7894, -3.1809], [-3.6934, -3.0274, 1.8546], [-2.2747, -3.9659, 2.3250], [-3.5842, -3.7012, 3.4884], [-3.0669, -1.2419, 3.4904], [-1.6577, -2.1944, 3.9947], [0.5880, 1.7446, 2.1424], [2.0618, -0.0747, -0.7362], [3.3320, 0.9881, -2.5545], [2.3557, 4.8445, -0.9875], [1.0717, 3.7805, 0.8262], [-2.0413, -0.4962, -2.6142], [-1.2938, -1.9900, -1.9669], [0.9167, -1.2805, -2.7856], [0.2524, 0.2623, -3.3476], [-0.2314, -1.2523, -4.1278]]}

---

Respective gap between HOMO and LUMO values: 7.59 8.75 eV.